Version a
A structure of composition C3H2N4. Source: the OMol25 dataset; level of theory: ωB97M-V with the def2-TZVPD basis set.

Structure (XYZ):
```
9
C3H2N4 ωB97M-V with the def2-TZVPD basis set
N 0.5143 -0.3444 -1.0696
C 1.2155 -0.4582 0.1258
C 0.0834 1.0313 0.1095
N -0.8658 0.3208 -0.5890
N 0.8634 0.3984 1.0629
C -1.6953 -0.5695 -0.0059
N -2.4750 -1.3083 0.4131
H 2.0744 -1.1190 0.1685
H 0.2850 2.0489 -0.2152
```



Version b
A cluster of 2 separate species, C3H2N4 in total. Source: the OMol25 dataset; level of theory: ωB97M-V with the def2-TZVPD basis set.

Structure (XYZ):
```
9
C3H2N4 ωB97M-V with the def2-TZVPD basis set
C 0.9475 2.0782 -0.2504
C 0.1267 1.2383 0.1009
C 0.7221 -1.8434 -0.3007
N 1.5377 -1.2648 0.2654
N -2.8899 -0.3710 0.2515
N -1.8434 0.0721 0.2176
N -0.6632 0.2460 0.3962
H 1.8548 2.5459 -0.0015
H 0.2077 -2.7012 -0.6790
```



Question: which arrangement is favored energetically? Ranking from most to least stable: version a, version b.



Version a
11
Properties=species:S:1:pos:R:3 method="wB97M-V/def2-TZVPD" smiles=F[C@H]1C[C@@H]1NCl
C -0.4903 -0.6406 -0.4099
C 0.1906 0.5057 0.3129
C -1.3700 0.5349 -0.2964
N 0.3443 0.5480 1.7656
F -1.5857 1.3077 -1.4559
Cl -0.9050 -0.1487 2.7781
H -0.2008 -0.6504 -1.4450
H -0.7501 -1.5918 -0.1297
H 0.9410 1.1568 -0.2573
H -2.2325 0.5786 0.2185
H 0.3858 1.5280 2.0144



Version b
11
Properties=species:S:1:pos:R:3 method="wB97M-V/def2-TZVPD"
C -0.4306 0.5162 0.5038
C 0.2747 -0.7579 0.0504
C 1.5547 -0.9859 -0.2410
H -0.9155 1.5207 -1.1991
H -2.1480 1.4758 -0.1729
H -1.0613 0.2168 1.3658
H 0.4206 1.1893 0.8607
H 1.8877 -2.0003 -0.5333
N -1.3671 0.9605 -0.4977
F 2.5239 -0.0606 -0.0785
Cl -0.7391 -2.0744 -0.0581



Question: which arrangement is favored energetically? Ranking from most to least stable: version b, version a.



Version a
25
Properties=species:S:1:pos:R:3 method="wB97M-V/def2-TZVPD" smiles="CC(C)=C[Si@H](Br)c1ccccc1"
C 2.4212 0.9822 -2.3917
C 2.8048 0.6112 -1.0844
C 1.2563 0.5311 -2.9177
C 1.9800 -0.2964 -0.3921
C 0.5440 -0.4485 -2.2202
C 0.8414 -0.8642 -0.9406
C -0.9787 -1.1433 1.6890
C -1.4656 0.1214 1.7215
C -2.0781 0.6977 2.9467
C -1.5839 1.1037 0.5679
Si -0.4142 -1.8485 0.0812
Br 0.8847 -3.6391 0.6270
H 3.0930 1.6569 -2.9664
H 3.7853 0.8515 -0.8107
H 0.8941 0.8073 -3.8828
H 2.1331 -0.5365 0.6765
H -0.3152 -1.0259 -2.8669
H -1.1460 -1.7970 2.4636
H -1.1358 0.7149 3.6303
H -2.5188 1.6126 2.6788
H -2.8095 0.1295 3.5455
H -0.8673 1.8617 0.7689
H -2.4893 1.6547 0.5877
H -1.3254 0.5851 -0.3852
H -1.5101 -2.3222 -1.1258



Version b
A cluster of 2 separate species, C10H13BrSi in total. Source: the OMol25 dataset; level of theory: ωB97M-V with the def2-TZVPD basis set.

Structure (XYZ):
```
25
C10H13BrSi ωB97M-V with the def2-TZVPD basis set
C -0.8340 -3.6421 0.3182
C -1.5889 -2.8287 1.1355
C -0.1281 -3.0874 -0.7055
C -1.7443 -1.4734 0.8730
C -0.4154 -1.7409 -1.1140
C -1.1908 -0.8395 -0.3237
C -0.0711 2.2553 -0.6504
C 1.0988 2.1690 0.0200
C 2.1291 3.2283 0.1269
C 1.6388 0.9539 0.6607
Si -1.3916 0.9398 -0.8501
Br -3.1359 1.8608 0.2536
H -0.7414 -4.6542 0.5697
H -1.9971 -3.2936 1.9777
H 0.4319 -3.6997 -1.3656
H -2.3334 -0.9114 1.5072
H 0.2395 -1.2880 -1.8031
H -0.4832 3.2591 -0.8666
H 3.0406 2.7541 0.0125
H 2.0747 4.0654 -0.6662
H 2.0530 3.5286 1.1952
H 2.3369 1.0310 1.4203
H 2.1931 0.4046 -0.0391
H 0.7031 0.4711 1.0667
H -1.8843 0.5380 -2.7525
```



Question: which arrangement is favored energetically? Ranking from most to least stable: version a, version b.



Version a
14
Properties=species:S:1:pos:R:3 method="wB97M-V/def2-TZVPD" total_charge=+1
C -0.4484 0.1808 -2.0419
O 0.6150 -0.2109 -1.1993
H 1.2131 -0.8399 -1.6059
H -0.6982 -0.6751 -2.5891
H -1.2426 0.2538 -1.1486
H -0.0963 1.0606 -2.5372
C 0.5943 -0.3755 1.7160
N -0.4234 0.5364 1.1272
H -0.7992 -0.0601 0.3937
H -1.2161 0.7509 1.8278
H -0.1318 1.4037 0.5994
H 1.3036 -0.9015 0.9208
H 0.0993 -1.2395 2.1804
H 1.2307 0.1163 2.3566



Version b
14
Properties=species:S:1:pos:R:3 method="wB97M-V/def2-TZVPD" total_charge=+1
C -1.4243 -1.3088 0.2865
C -1.1294 0.0640 -0.3669
N 0.1859 0.3346 -0.4641
H -0.4905 -1.7443 0.6373
H -1.9833 -1.9037 -0.4468
H -2.1283 -1.2274 1.1171
H -1.6312 0.8687 0.2439
H -1.5913 0.2285 -1.3590
H 3.0340 0.9451 -1.9175
H 3.6921 0.6037 -1.9357
H 0.3497 1.0243 -1.2105
H 1.3109 1.2214 2.4266
H 0.8711 0.4359 1.0113
O 0.9345 0.4580 1.9778



Question: which arrangement is favored energetically? Ranking from most to least stable: version a, version b.



Version a
9
Properties=species:S:1:pos:R:3 method="wB97M-V/def2-TZVPD" smiles="C/C=C/I"
C 0.8420 0.1938 0.2178
C -0.7487 0.1085 0.0489
C 1.8458 -0.4911 -0.4445
I 3.9159 -0.0390 0.0320
H -1.1710 1.1106 0.3756
H 1.1006 0.9334 0.9358
H -1.1169 0.2053 -0.9739
H -0.9082 -0.6940 0.7173
H 1.9367 -1.3050 -1.2127



Version b
9
Properties=species:S:1:pos:R:3 method="wB97M-V/def2-TZVPD" smiles="C=C(C)I"
C -1.0933 0.8177 -0.4746
C 0.0497 0.7876 0.1995
C 0.8619 -0.5258 0.2940
I 0.8985 2.6705 1.0060
H -1.5759 1.7800 -0.4266
H -1.6786 -0.0095 -0.8877
H 0.5235 -1.0972 -0.5548
H 2.0448 -0.4555 0.4105
H 0.3985 -0.9610 1.1666



Question: which arrangement is favored energetically? Ranking from most to least stable: version b, version a.